C19H35O4ReS3Si3 as an isolated structure. Source: the Open Molecules 2025 dataset; level of theory: ωB97M-V/def2-TZVPD.

Results
- 2S+1 = 4
- energy above the lowest of the compared OMol25 structures with the same formula, charge and spin (kcal/mol) = 0.0
- total energy (eV) = -86726.7785
- HOMO (alpha / beta) (eV) = -11.32 / -11.83
- total charge = +1

Geometry as XYZ:
```
65
Properties=species:S:1:pos:R:3:forces:R:3
Re -0.766 1.067 0.012 -0.20 -0.58 0.61
S -0.858 1.544 -2.236 0.07 -0.08 0.11
S -2.539 -0.344 0.264 0.23 0.12 -0.06
S -0.586 4.275 -3.363 0.05 0.16 -0.12
Si 1.684 -1.358 -0.148 -0.06 0.08 0.08
Si 2.265 1.742 0.484 -0.11 0.07 -0.01
Si 0.512 0.023 2.447 0.19 0.00 -0.13
O -2.957 -4.592 -4.975 0.06 0.01 -0.01
O -0.830 1.086 2.237 -0.05 0.29 -0.11
O -0.883 3.664 -0.804 -0.03 0.03 0.02
O -5.060 -4.709 -4.312 0.04 0.05 0.10
C 3.185 -1.881 0.834 0.15 -0.05 0.04
C 2.124 -1.058 -1.929 0.07 0.01 -0.19
C 2.586 2.182 -1.301 0.07 0.07 -0.17
C -2.826 -1.466 -1.088 -0.02 0.10 -0.07
C 0.422 -2.734 -0.064 -0.16 -0.08 0.04
C -3.799 -4.248 -4.199 -0.06 -0.04 0.02
C -3.505 -3.291 -3.073 -0.05 -0.04 -0.08
C -3.957 -2.261 -0.941 -0.07 -0.03 -0.06
C 1.039 0.259 0.668 -0.19 0.11 -0.38
C -0.875 5.076 -0.482 0.00 -0.07 -0.02
C 3.912 1.443 1.288 0.14 -0.14 0.12
C -4.290 -3.170 -1.935 -0.04 -0.02 0.10
C -0.127 -1.626 2.962 -0.14 -0.20 0.01
C -0.766 3.311 -2.101 -0.05 -0.11 0.09
C -1.867 1.318 3.214 -0.02 -0.06 -0.14
C -2.017 -1.607 -2.210 0.07 -0.01 0.08
C 1.462 3.211 1.352 -0.09 0.11 0.05
C 1.634 0.598 3.795 0.06 0.12 0.17
C -2.360 -2.514 -3.196 0.04 0.05 0.00
H 3.357 -2.953 0.705 -0.01 0.05 0.00
H -1.098 -1.046 -2.309 -0.02 0.02 -0.01
H -1.107 5.127 0.576 0.01 0.01 0.03
H -2.379 0.383 3.443 0.02 -0.01 -0.03
H 0.654 -3.432 0.743 -0.01 0.03 -0.05
H 1.123 0.493 4.757 0.04 0.01 -0.02
H 0.662 -2.381 2.892 -0.04 0.04 0.04
H -4.575 -2.172 -0.057 0.01 -0.01 -0.02
H 1.989 1.622 3.704 0.02 -0.03 0.03
H 4.432 2.405 1.341 -0.02 -0.04 -0.01
H 1.660 3.180 2.424 0.00 0.06 -0.02
H 3.845 1.039 2.298 0.05 0.03 -0.03
H 3.060 -1.696 1.905 0.03 -0.05 -0.04
H -1.742 -2.640 -4.075 0.01 0.00 0.03
H -2.577 2.029 2.802 -0.01 0.02 -0.02
H 1.340 -0.513 -2.462 0.05 -0.04 -0.02
H 3.571 1.811 -1.598 -0.04 0.03 -0.01
H 2.599 3.269 -1.427 0.01 -0.05 0.01
H -5.651 -4.279 -3.683 0.01 0.00 -0.04
H 3.056 -0.502 -2.046 -0.05 -0.01 -0.01
H 4.089 -1.362 0.512 -0.02 -0.03 0.04
H 2.249 -2.025 -2.426 0.02 0.05 0.01
H -0.428 -1.571 4.012 -0.01 -0.04 -0.03
H -0.595 -2.375 0.092 0.02 -0.07 -0.03
H 0.106 5.494 -0.691 0.03 0.01 -0.02
H -1.628 5.588 -1.073 -0.04 0.00 0.00
H -5.155 -3.804 -1.777 -0.01 0.03 -0.02
H 0.433 -3.299 -1.001 0.00 0.02 0.05
H 1.877 4.145 0.964 0.02 -0.04 0.01
H 1.862 1.773 -2.001 0.01 0.04 -0.03
H 0.376 3.278 1.249 0.03 0.05 0.00
H -1.420 1.732 4.116 0.04 0.00 0.00
H 4.527 0.769 0.691 0.00 0.06 0.03
H -0.977 -1.966 2.370 0.04 -0.01 0.02
H 2.509 -0.060 3.829 -0.07 0.01 0.03
```
Positions in Å, forces in eV/Å.